Record 1
Below is a molecular structure, C60H49INO8PSc in a non-equilibrium geometry, with properties calculated with ωB97M-V/def2-TZVPD.

Properties
LUMO level	-3.48	eV

```
! RIJCOSX wB97M-V def2-TZVPD def2/J DEFGRID3
* xyz 1 1
Sc -0.0572 -0.1444 0.0435
O 0.7389 -0.6513 -4.0735
C 0.7803 -0.7548 -2.7857
O -0.2004 -0.7786 -2.0503
C 2.1378 -0.8240 -2.1728
C 3.3592 -0.7244 -2.8209
C 4.4988 -0.7071 -2.0296
C 4.3825 -0.7389 -0.6459
C 3.1113 -0.8105 -0.0954
N 2.0318 -0.8856 -0.8594
C 2.7228 -0.7225 1.3512
O 3.6364 -0.6245 2.2895
O 1.5458 -0.7300 1.6416
H -0.1778 -0.4441 -4.3764
H 3.4163 -0.6443 -3.8972
H 5.4747 -0.6374 -2.4902
H 5.2754 -0.7060 -0.0352
H 4.5386 -0.6244 1.9525
I -2.0563 -1.4362 1.7958
C -1.5828 -3.0839 3.0815
C -2.0816 -2.9541 4.3472
C -2.0316 -4.0276 5.2513
C -1.5794 -5.2384 4.8244
C -1.0694 -5.4038 3.5152
C -0.6734 -6.6860 3.0824
C -0.1497 -6.8714 1.8371
C 0.0819 -5.7586 1.0205
C -0.2803 -4.4815 1.3933
P 0.3736 -3.1581 0.2507
C -0.4718 -3.7369 -1.2760
C -1.8263 -4.0644 -1.1604
C -2.5776 -4.3910 -2.2776
C -1.9824 -4.4170 -3.5308
C -0.6452 -4.0825 -3.6618
C 0.0989 -3.7229 -2.5471
C 2.0977 -3.8170 0.2512
C 2.8374 -4.2834 -0.8310
C 4.1724 -4.6345 -0.6744
C 4.7863 -4.5401 0.5650
C 4.0478 -4.1190 1.6630
C 2.7200 -3.7567 1.5029
C -0.9641 -4.2825 2.6282
H -2.5528 -2.0254 4.6408
H -2.4000 -3.8902 6.2587
H -1.6077 -6.0995 5.4801
H -0.8044 -7.5245 3.7551
H 0.1264 -7.8575 1.4883
H 0.5784 -5.9118 0.0713
H -2.2974 -4.0717 -0.1869
H -3.6255 -4.6354 -2.1634
H -2.5609 -4.7002 -4.4004
H -0.1725 -4.0978 -4.6362
H 1.1304 -3.4253 -2.6828
H 2.3783 -4.4202 -1.8001
H 4.7299 -5.0006 -1.5274
H 5.8264 -4.8180 0.6781
H 4.5007 -4.0686 2.6452
H 2.1443 -3.4476 2.3690
C -2.5899 4.7900 2.4514
C -1.6933 4.8862 1.2269
C -1.4502 6.3225 0.7954
O -0.4379 4.2733 1.4820
C -0.4201 3.0093 0.8703
C -1.4031 3.1533 -0.3036
O -2.2897 4.1539 0.1673
C -2.1857 1.8428 -0.7045
O -1.6909 0.7332 0.0243
C -2.1458 1.5248 -2.2193
C -2.9415 0.4474 -2.6283
C -3.0669 0.1081 -3.9604
C -2.4075 0.8575 -4.9339
C -1.6068 1.9230 -4.5413
C -1.4670 2.2456 -3.1932
C -3.6936 2.0460 -0.4655
C -4.3917 2.9404 -1.2755
C -5.7567 3.1005 -1.1269
C -6.4468 2.3587 -0.1760
C -5.7598 1.4661 0.6269
C -4.3849 1.3131 0.4825
C 1.0288 2.5986 0.4991
O 0.9793 1.3392 -0.1225
C 1.6419 3.6162 -0.4685
C 1.8933 4.9324 -0.0824
C 2.4706 5.8247 -0.9727
C 2.8113 5.4203 -2.2558
C 2.5699 4.1131 -2.6463
C 1.9917 3.2190 -1.7548
C 1.8697 2.4890 1.7883
C 1.3385 1.9223 2.9447
C 2.0955 1.8029 4.0994
C 3.4144 2.2299 4.1199
C 3.9750 2.7465 2.9637
C 3.2102 2.8710 1.8106
H -2.1742 5.3905 3.2593
H -2.6622 3.7495 2.7709
H -3.5874 5.1495 2.2019
H -0.9162 6.8610 1.5778
H -2.4033 6.8108 0.5993
H -0.8484 6.3251 -0.1139
H -0.8272 2.2569 1.5550
H -0.8595 3.5544 -1.1615
H -3.4870 -0.1105 -1.8776
H -3.6915 -0.7292 -4.2452
H -2.5559 0.6380 -5.9852
H -1.0937 2.5183 -5.2867
H -0.8561 3.1006 -2.9386
H -3.8577 3.5215 -2.0170
H -6.2875 3.8022 -1.7575
H -7.5158 2.4829 -0.0603
H -6.2909 0.8829 1.3687
H -3.8525 0.6194 1.1172
H 1.6390 5.2487 0.9186
H 2.6654 6.8422 -0.6581
H 3.2678 6.1195 -2.9444
H 2.8359 3.7860 -3.6442
H 1.8075 2.1941 -2.0483
H 0.3147 1.5687 2.9670
H 1.6496 1.3714 4.9865
H 3.9971 2.1616 5.0295
H 5.0097 3.0670 2.9544
H 3.6671 3.2904 0.9248
*
```

natural (NBO) population analysis, charges in e, atoms 1 to 99:
1 Sc 1.75
2 O -0.62
3 C 0.82
4 O -0.65
5 C 0.13
6 C -0.13
7 C -0.16
8 C -0.17
9 C 0.10
10 N -0.44
11 C 0.83
12 O -0.61
13 O -0.62
14 H 0.54
15 H 0.25
16 H 0.24
17 H 0.23
18 H 0.50
19 I 0.34
20 C -0.16
21 C -0.22
22 C -0.21
23 C -0.15
24 C -0.08
25 C -0.14
26 C -0.21
27 C -0.17
28 C -0.33
29 P 0.86
30 C -0.37
31 C -0.14
32 C -0.21
33 C -0.20
34 C -0.20
35 C -0.23
36 C -0.35
37 C -0.18
38 C -0.21
39 C -0.22
40 C -0.20
41 C -0.23
42 C -0.01
43 H 0.23
44 H 0.23
45 H 0.22
46 H 0.22
47 H 0.23
48 H 0.22
49 H 0.22
50 H 0.23
51 H 0.22
52 H 0.22
53 H 0.20
54 H 0.21
55 H 0.22
56 H 0.23
57 H 0.23
58 H 0.23
59 C -0.64
60 C 0.55
61 C -0.64
62 O -0.55
63 C 0.12
64 C 0.03
65 O -0.54
66 C 0.25
67 O -0.99
68 C 0.08
69 C -0.21
70 C -0.21
71 C -0.26
72 C -0.22
73 C -0.26
74 C -0.03
75 C -0.21
76 C -0.19
77 C -0.22
78 C -0.22
79 C -0.17
80 C 0.24
81 O -0.97
82 C 0.05
83 C -0.23
84 C -0.20
85 C -0.22
86 C -0.21
87 C -0.25
88 C -0.08
89 C -0.19
90 C -0.19
91 C -0.21
92 C -0.23
93 C -0.16
94 H 0.22
95 H 0.21
96 H 0.23
97 H 0.22
98 H 0.22
99 H 0.22



Record 2
Below is a molecular structure, C4H5IO2 in a non-equilibrium geometry, with properties calculated with ωB97M-V/def2-TZVPD.

Properties
LUMO level	-0.36	eV

```
! RIJCOSX wB97M-V def2-TZVPD def2/J DEFGRID3
* xyz 0 1
C 2.1632 0.3968 -1.9842
C 2.1964 1.0769 -0.9205
C -0.9593 -0.6428 0.7478
C -2.4405 -0.4957 1.0704
O 2.1510 -0.1921 -2.9659
O -0.4299 -0.7077 -0.3417
I 4.0882 0.6860 0.0316
H 1.9162 2.0858 -0.6463
H -0.2953 -0.9641 1.6229
H -2.8646 -1.3742 1.5447
H -2.9484 -0.2341 0.1436
H -2.5769 0.3654 1.6976
*
```

Computed natural (NBO) charges, given in elementary charges:
1 C 0.69
2 C -0.69
3 C 0.44
4 C -0.72
5 O -0.43
6 O -0.52
7 I 0.14
8 H 0.28
9 H 0.10
10 H 0.24
11 H 0.23
12 H 0.23



Record 3
Below is 2 unconnected molecules or ions with the total composition C9H14 in a non-equilibrium geometry, with properties calculated with ωB97M-V/def2-TZVPD.

Properties
SMILES string	Cc1ccccc1.CC
LUMO level	0.99	eV

```
! RIJCOSX wB97M-V def2-TZVPD def2/J DEFGRID3
* xyz 0 1
C -1.8207 0.9839 1.6892
C -1.3435 0.3654 0.3960
C -1.4890 1.0789 -0.7917
C -1.3097 0.4523 -2.0134
C -1.0607 -0.9091 -2.0718
C -0.9421 -1.6395 -0.8997
C -1.0377 -0.9854 0.3282
H -1.6317 2.0406 1.6688
H -1.3068 0.5288 2.5296
H -2.8715 0.7949 1.9107
H -1.8295 2.1031 -0.7479
H -1.3601 0.9997 -2.9364
H -1.0428 -1.4382 -3.0071
H -0.8054 -2.6935 -0.9292
H -0.8732 -1.6453 1.1690
C 4.1157 0.1331 1.7394
C 3.1841 0.1565 0.5341
H 4.9404 0.8399 1.7045
H 3.5693 0.3059 2.6707
H 4.5169 -0.8754 1.8708
H 3.4878 -0.5717 -0.2192
H 2.1282 0.0116 0.7501
H 3.2381 1.1001 -0.0151
*
```

Computed natural (NBO) charges, given in elementary charges:
1 C -0.63
2 C -0.01
3 C -0.22
4 C -0.20
5 C -0.22
6 C -0.20
7 C -0.22
8 H 0.21
9 H 0.21
10 H 0.22
11 H 0.21
12 H 0.21
13 H 0.21
14 H 0.21
15 H 0.21
16 C -0.61
17 C -0.62
18 H 0.21
19 H 0.20
20 H 0.20
21 H 0.20
22 H 0.21
23 H 0.20



Record 4
Below is 2 unconnected molecules or ions with the total composition C10H16N2 in a non-equilibrium geometry, with properties calculated with ωB97M-V/def2-TZVPD.

Properties
LUMO level (spin up / spin down)	-0.13 / -0.80	eV

```
! RIJCOSX wB97M-V def2-TZVPD def2/J DEFGRID3
* xyz 0 1
C -0.6418 0.6856 -1.7146
C 3.3220 -0.9115 0.2290
C 2.1342 -0.3883 0.0517
C 0.1305 2.5559 -1.3010
C -1.7257 -1.8130 0.3669
C -2.2292 0.6668 0.6278
C -0.3312 -0.3296 1.8781
C 1.0447 -0.9200 -0.7922
C -0.2413 -0.1774 -0.7400
C -1.1278 -0.4038 0.5262
N -1.0461 1.2722 -2.6727
N 1.1043 3.1333 -1.7782
H 4.2295 -0.6450 0.7897
H 3.5514 -1.9060 -0.2401
H 2.0778 0.6203 0.4468
H -0.9314 2.9584 -1.0785
H -1.9843 -1.9068 -0.7303
H -1.0342 -2.5292 0.7987
H -2.5546 -1.8235 1.1238
H -2.5317 1.1501 -0.3473
H -3.1453 0.3777 1.1229
H -1.6993 1.5417 1.0925
H 0.3437 -1.1968 2.0496
H 0.0856 0.7049 2.0757
H -1.0891 -0.5534 2.6584
H 0.8490 -2.0237 -0.5840
H 1.4088 -1.0100 -1.7869
H 2.0314 2.8711 -2.0717
*
```

Computed natural (NBO) charges, given in elementary charges:
1 C 0.19
2 C -0.39
3 C -0.18
4 C 0.21
5 C -0.62
6 C -0.63
7 C -0.62
8 C -0.50
9 C -0.03
10 C -0.05
11 N -0.41
12 N -0.65
13 H 0.21
14 H 0.17
15 H 0.20
16 H 0.23
17 H 0.23
18 H 0.21
19 H 0.21
20 H 0.22
21 H 0.22
22 H 0.21
23 H 0.22
24 H 0.22
25 H 0.21
26 H 0.24
27 H 0.24
28 H 0.41



Record 5
Below is 2 unconnected molecules or ions with the total composition C2H3NO2 in a non-equilibrium geometry, with properties calculated with ωB97M-V/def2-TZVPD.

Properties
LUMO level	1.22	eV

```
! RIJCOSX wB97M-V def2-TZVPD def2/J DEFGRID3
* xyz 0 1
C 1.5681 0.4695 0.0164
C -2.7724 -0.3863 -0.0287
N 0.4596 0.0714 -0.3208
O 0.0652 -1.1837 0.2950
O -2.7202 0.7213 -0.0860
H 2.2559 0.1851 0.9147
H 1.8998 1.3261 -0.5866
H -0.7561 -1.2035 -0.2040
*
```

Computed natural (NBO) charges, given in elementary charges:
1 C -0.12
2 C 0.47
3 N -0.15
4 O -0.58
5 O -0.47
6 H 0.18
7 H 0.19
8 H 0.47



Record 6
Below is a gas-phase ion, C18H37BCl2O5PS (charge -1), with properties calculated with ωB97M-V/def2-TZVPD.

Properties
LUMO level	2.38	eV

```
! RIJCOSX wB97M-V def2-TZVPD def2/J DEFGRID3
* xyz -1 1
C -0.2302 -4.6712 5.1114
C 0.0080 -3.4616 4.2167
O -1.1336 -3.2788 3.3761
P -0.9782 -2.4624 1.9887
O -2.3146 -2.2268 1.4188
C 0.0335 -1.0248 2.3209
C -0.3789 0.2108 1.4849
C -0.1859 -0.0012 -0.0147
B -0.2699 1.3310 -1.0253
C -0.2679 2.7491 -0.1953
C -0.0944 4.0252 -1.0454
C 1.1608 4.8191 -0.6741
C 1.3799 6.0449 -1.5628
O 2.5371 5.8778 -2.4276
C 2.2909 5.3754 -3.6510
O 1.5606 5.8787 -4.4537
C 1.1464 1.2985 -1.8902
S 1.3592 -0.2041 -2.9135
C 2.8105 -1.0187 -2.1778
C 2.4928 -2.4070 -1.5895
C -1.5516 1.1091 -2.0665
Cl -1.3257 1.9037 -3.6983
C -2.9828 1.4063 -1.6199
C -3.3410 0.8034 -0.2709
Cl -3.3845 3.1715 -1.5734
O -0.0050 -3.3934 1.1194
C -0.1651 -4.8171 1.0997
C -1.4907 -5.2772 0.4936
H -0.8492 -5.4104 4.6026
H 0.7203 -5.1363 5.3844
H -0.7348 -4.3904 6.0376
H 0.1405 -2.5674 4.8317
H 0.9160 -3.5996 3.6224
H -0.0099 -0.7955 3.3907
H 1.0794 -1.2457 2.0864
H -1.4137 0.4479 1.7384
H 0.2457 1.0314 1.8493
H 0.8031 -0.4691 -0.1339
H -0.9018 -0.7713 -0.3234
H 0.5871 2.7021 0.4965
H -1.1634 2.8736 0.4263
H -0.9542 4.6892 -0.9025
H -0.0482 3.8051 -2.1162
H 1.0761 5.1601 0.3637
H 2.0426 4.1770 -0.7576
H 1.5799 6.9446 -0.9803
H 0.5073 6.2353 -2.1921
H 2.8197 4.4344 -3.8413
H 1.2959 2.1492 -2.5587
H 1.9659 1.2901 -1.1631
H 3.5551 -1.1212 -2.9712
H 3.2233 -0.3580 -1.4164
H 3.1873 -3.1646 -1.9668
H 2.5664 -2.4143 -0.4998
H 1.4813 -2.7164 -1.8531
H -1.5764 0.0446 -2.3253
H -3.6743 1.0090 -2.3670
H -2.9682 -0.2196 -0.2029
H -2.9493 1.3983 0.5507
H -4.4294 0.7546 -0.1773
H 0.6688 -5.1763 0.4946
H -0.0263 -5.2155 2.1080
H -1.3167 -6.1021 -0.1996
H -2.2024 -5.5783 1.2611
H -1.9229 -4.4543 -0.0760
*
```

Computed natural (NBO) charges, given in elementary charges:
1 C -0.63
2 C -0.07
3 O -0.82
4 P 2.39
5 O -1.09
6 C -0.83
7 C -0.37
8 C -0.65
9 B 0.34
10 C -0.66
11 C -0.40
12 C -0.43
13 C -0.07
14 O -0.55
15 C 0.66
16 O -0.56
17 C -0.73
18 S 0.15
19 C -0.54
20 C -0.63
21 C -0.37
22 Cl -0.14
23 C -0.17
24 C -0.63
25 Cl -0.12
26 O -0.82
27 C -0.06
28 C -0.65
29 H 0.22
30 H 0.21
31 H 0.21
32 H 0.18
33 H 0.18
34 H 0.23
35 H 0.24
36 H 0.20
37 H 0.20
38 H 0.19
39 H 0.20
40 H 0.18
41 H 0.20
42 H 0.19
43 H 0.20
44 H 0.19
45 H 0.21
46 H 0.18
47 H 0.20
48 H 0.12
49 H 0.20
50 H 0.20
51 H 0.20
52 H 0.21
53 H 0.19
54 H 0.20
55 H 0.22
56 H 0.22
57 H 0.20
58 H 0.24
59 H 0.22
60 H 0.20
61 H 0.19
62 H 0.17
63 H 0.21
64 H 0.21
65 H 0.25



no.,calculated total energy (eV)
1,-118975.9143
2,-16422.3531
3,-9559.7997
4,-13603.1056
5,-7704.8496
6,-75353.4384